[1]
The following is a quantum chemistry calculation of a structure of composition C4H2FLiO4Rb, from the OMol25 dataset.

Each line ends with the natural charge from an NBO analysis.
Positions of all 13 atoms, in Å:
O  2.9450  1.1180  -1.2504  -0.55
C  2.4307  0.0681  -1.3844  1.02
O  2.3203  -1.0623  -1.0739  -0.47
O  -0.0950  0.1929  1.5474  -0.50
C  -0.3527  1.2594  0.8941  0.43
C  -0.6661  -1.0817  0.6908  -0.22
O  -0.9248  0.8105  -0.3939  -0.64
C  -1.7119  -0.4523  -0.2149  0.00
Rb  2.7027  4.1026  0.8372  0.99
H  -1.0617  -1.6662  1.5288  0.21
H  -0.0910  -1.8698  0.1930  0.23
F  -2.8520  -0.4782  0.6662  -0.42
Li  -2.6435  -0.9410  -2.0401  0.92

Values from the calculation:
- Charge: +1
- HOMO-LUMO gap: 7.54 eV
- Multiplicity: 1

---

[2]
The following is a quantum chemistry calculation of a structure of composition C19H29NO7P3Pt, from the OMol25 dataset.

Each line ends with the Mulliken spin population.
Positions of all 60 atoms, in Å:
Pt  -0.0499  0.4675  0.3050  1.45
C  -3.0380  0.0240  1.9007  -0.01
C  -3.2935  0.0060  0.3956  0.03
O  -4.6653  0.0695  0.0776  0.00
P  -2.4933  -1.5048  -0.3062  0.01
O  -3.4070  -2.6316  0.3419  0.01
O  -2.8045  -1.7066  -1.8391  0.00
O  -1.0477  -1.6678  0.0697  0.08
P  -2.4314  1.3935  -0.5156  0.02
O  -3.4989  2.0115  -1.4981  0.00
O  -1.7913  2.3535  0.4342  0.08
O  -1.4158  0.6556  -1.4024  0.09
H  -3.5798  -0.7972  2.3730  0.00
H  -3.3721  0.9692  2.3260  0.00
H  -1.9773  -0.0993  2.1222  0.02
H  -5.1233  -0.7012  0.4371  0.00
H  -3.2185  -3.5311  0.0325  0.00
H  -2.3814  -1.0336  -2.3975  0.00
H  -4.2676  2.4218  -1.0714  0.00
C  1.8854  0.4197  -2.8746  0.01
P  2.0222  -0.1149  -1.1429  0.27
C  3.7076  0.3363  -0.6538  0.02
C  4.6161  -0.6106  -0.1824  0.03
C  5.9169  -0.2310  0.1101  -0.01
C  6.3151  1.0882  -0.0511  0.02
C  5.4056  2.0398  -0.4928  -0.01
C  4.1057  1.6683  -0.7881  0.01
C  1.9896  -1.9208  -1.1108  0.02
C  1.8644  -2.5453  0.1321  0.00
C  1.8920  -3.9254  0.2211  0.00
C  2.0436  -4.6902  -0.9278  0.01
C  2.1843  -4.0739  -2.1624  0.00
C  2.1596  -2.6910  -2.2571  0.01
H  2.7401  0.0692  -3.4518  0.01
H  1.8537  1.5079  -2.9095  0.00
H  0.9543  0.0338  -3.2888  0.00
H  4.3144  -1.6409  -0.0559  0.00
H  6.6231  -0.9717  0.4612  0.00
H  7.3350  1.3750  0.1678  0.00
H  5.7131  3.0715  -0.6012  0.00
H  3.3950  2.4153  -1.1260  0.00
H  1.7492  -1.9415  1.0233  0.00
H  1.7934  -4.4074  1.1848  0.00
H  2.0519  -5.7702  -0.8614  0.00
H  2.3276  -4.6724  -3.0522  0.00
H  2.2826  -2.2203  -3.2244  0.00
C  2.9678  1.8677  2.7460  0.12
C  1.4403  1.6458  2.8495  -0.11
C  0.7068  2.9888  2.6044  0.12
C  1.1016  1.1110  4.2604  0.10
N  1.0240  0.7250  1.8843  1.60
H  3.2672  2.5814  3.5112  0.01
H  3.2303  2.2632  1.7655  -0.01
H  3.5029  0.9304  2.8992  -0.01
H  1.0863  3.7278  3.3085  0.00
H  -0.3656  2.8686  2.7473  0.00
H  0.8801  3.3370  1.5862  -0.01
H  1.3198  1.8857  4.9930  0.01
H  1.7008  0.2280  4.4793  -0.01
H  0.0453  0.8491  4.3243  0.00

Values from the calculation:
- Charge: +1
- HOMO-LUMO gap (spin up / spin down): 8.70 / 6.74 eV
- Energy above the lowest of the compared OMol25 structures with the same formula, charge and spin: 21.4 kJ/mol
- Multiplicity: 5

---

[3]
The following is a quantum chemistry calculation of an isolated molecule of C5H11NO2, from the OMol25 dataset.

Each line ends with the natural charge from an NBO analysis.
Positions of all 19 atoms, in Å:
C  1.2164  1.3976  -0.2499  -0.58
C  0.3182  0.1851  -0.4571  -0.20
C  0.7462  -0.9179  0.4608  -0.20
N  2.1473  -1.4007  0.0416  -0.86
C  -1.0902  0.7153  -0.1310  -0.45
C  -2.1598  -0.4617  -0.1617  0.77
O  -2.0184  -1.5434  -0.7835  -0.60
O  -3.3336  -0.2009  0.3776  -0.64
H  0.8739  2.2337  -0.8374  0.19
H  1.0502  1.7002  0.6685  0.19
H  2.0533  1.0012  -0.4353  0.22
H  0.1663  0.0211  -1.3220  0.18
H  0.9420  -0.4836  1.3219  0.18
H  0.2577  -1.7569  0.5597  0.20
H  2.6401  -1.9019  0.6489  0.35
H  2.2011  -1.7190  -0.8586  0.35
H  -1.4541  1.4485  -0.8239  0.24
H  -1.3736  0.9810  1.0741  0.17
H  -3.1830  0.7024  0.9074  0.48

Values from the calculation:
- Charge: 0
- HOMO-LUMO gap: 9.48 eV
- Energy above the lowest of the compared OMol25 structures with the same formula, charge and spin: 442.6 kJ/mol
- SMILES: C[C@@H](CN)CC(=O)O
- Multiplicity: 1

---

[4]
The following is a quantum chemistry calculation of an isolated molecule of CH4N2O3, from the OMol25 dataset.

Each line ends with the natural charge from an NBO analysis.
Positions of all 10 atoms, in Å:
N  -1.6137  0.1917  0.8349  -0.49
O  -0.9188  0.9180  -0.2613  -0.37
C  -0.0063  0.0710  -0.7571  0.00
N  1.3474  -0.0406  0.0115  0.51
O  2.1236  0.8608  0.1249  -0.35
O  1.4777  -1.1869  0.3448  -0.39
H  -1.0910  0.5944  1.5828  0.35
H  -1.3665  -0.7664  0.6865  0.34
H  -0.1671  -1.0796  -0.8184  0.20
H  0.2147  0.4376  -1.7487  0.21

Values from the calculation:
- Charge: 0
- HOMO-LUMO gap: 10.74 eV
- Energy above the lowest of the compared OMol25 structures with the same formula, charge and spin: 328.8 kJ/mol
- SMILES: NOC[N+](=O)[O-]
- Multiplicity: 1